# 1
{
  "formula": "C25H54N2O9",
  "method": "wB97M-V/def2-TZVPD",
  "total_energy_ha": -1770.83426,
  "homo_energy_ev": -8.6,
  "symbols": ["C", "N", "C", "C", "C", "C", "O", "H", "H", "H", "H", "H", "H", "H", "H", "H", "H", "H", "H", "H", "H", "N", "O", "O", "O", "C", "C", "C", "O", "C", "H", "H", "H", "H", "H", "H", "H", "H", "C", "C", "C", "O", "C", "H", "H", "H", "H", "H", "H", "H", "H", "C", "C", "C", "O", "C", "H", "H", "H", "H", "H", "H", "H", "H", "C", "C", "C", "O", "C", "H", "H", "H", "H", "H", "H", "H", "H", "C", "C", "C", "O", "C", "H", "H", "H", "H", "H", "H", "H", "H"],
  "coordinates": [[-1.658, 2.007, 3.304], [-0.543, 0.957, 3.271], [0.619, 1.523, 2.450], [0.035, 0.792, 4.610], [-1.044, -0.342, 2.619], [-0.192, -1.622, 2.551], [-0.893, -2.672, 2.079], [-1.472, 3.113, 3.674], [-2.650, 1.565, 3.705], [-2.083, 2.214, 2.348], [1.123, 2.269, 2.834], [0.388, 1.665, 1.488], [1.469, 0.968, 1.991], [0.382, 1.692, 5.212], [0.880, 0.093, 4.723], [-0.464, 0.282, 5.425], [-1.259, -0.189, 1.644], [-1.949, -0.619, 3.174], [0.174, -1.753, 3.560], [0.564, -1.477, 1.981], [-0.562, -2.517, 1.192], [0.346, -0.558, -0.726], [1.470, -0.253, -0.339], [-0.524, 0.333, -0.754], [0.034, -1.757, -0.545], [0.241, 3.986, -0.702], [-1.283, 3.911, -0.934], [-1.740, 4.716, 0.202], [-0.783, 4.624, 1.225], [0.527, 4.728, 0.610], [0.615, 4.385, -1.509], [0.797, 2.991, -0.440], [-1.804, 3.014, -0.898], [-1.585, 4.283, -1.892], [-2.563, 4.381, 0.852], [-1.810, 5.735, -0.234], [1.152, 4.037, 1.318], [0.856, 5.811, 0.417], [-1.968, 0.194, -4.090], [-1.964, -1.331, -4.177], [-1.476, -1.565, -5.544], [-1.623, -0.328, -6.354], [-1.457, 0.716, -5.367], [-1.537, 0.725, -2.991], [-2.978, 0.399, -3.825], [-2.996, -1.812, -3.991], [-1.510, -1.801, -3.323], [-2.192, -2.176, -6.101], [-0.435, -2.245, -5.493], [-2.204, 1.570, -5.406], [-0.326, 0.703, -5.249], [-2.984, -3.829, -1.137], [-3.163, -2.398, -0.840], [-4.587, -2.119, -1.202], [-5.195, -3.296, -0.834], [-4.319, -4.356, -1.241], [-2.420, -4.312, -0.283], [-2.441, -3.939, -2.236], [-2.464, -1.783, -1.440], [-3.015, -2.272, 0.148], [-4.697, -1.710, -2.281], [-5.192, -1.293, -0.735], [-4.597, -4.508, -2.269], [-4.260, -5.339, -0.751], [1.615, -5.227, 0.287], [2.892, -5.923, -0.028], [3.936, -4.950, 0.578], [3.274, -4.566, 1.706], [1.996, -4.178, 1.453], [0.922, -6.031, 0.635], [1.206, -4.599, -0.609], [2.964, -6.074, -1.131], [3.125, -6.638, 0.583], [4.157, -4.030, -0.015], [4.839, -5.463, 0.864], [1.843, -3.404, 0.947], [1.329, -4.304, 2.505], [4.367, 4.866, 0.484], [3.956, 3.659, -0.272], [3.498, 2.715, 0.826], [3.452, 3.482, 1.981], [4.356, 4.475, 1.961], [3.794, 5.882, 0.274], [5.304, 5.231, -0.126], [4.797, 3.388, -0.486], [3.416, 3.897, -1.208], [4.209, 2.162, 0.981], [2.428, 2.168, 0.600], [5.285, 3.841, 2.225], [4.227, 5.406, 2.511]],
  "forces_ev_per_angstrom": [[-2.349, 0.829, 0.784], [1.668, 0.942, -0.668], [-0.313, -4.109, -0.759], [1.793, -0.588, 3.640], [-0.682, -0.875, 2.905], [-2.431, 1.771, 6.230], [-0.989, -0.570, -0.532], [0.482, -2.746, -0.128], [2.105, 0.427, 0.505], [0.805, -0.203, -1.485], [1.567, 4.223, 2.600], [-2.729, 1.744, -3.586], [-0.343, -1.951, 1.938], [-0.553, -0.324, -1.856], [0.293, 0.509, -1.552], [-2.074, -0.062, -0.553], [-1.059, 1.500, -3.122], [0.072, 0.229, -0.153], [0.253, -0.727, 0.512], [5.404, 1.346, -3.663], [-0.859, -1.374, -1.799], [-0.596, 0.105, 5.105], [2.266, 0.985, -1.100], [-0.726, 0.166, -1.658], [-0.962, -1.192, -1.579], [-0.067, -4.541, 4.068], [0.865, -0.202, 0.211], [-1.004, 1.703, 1.443], [1.637, 0.963, 0.435], [-0.748, -0.779, 0.750], [2.644, 2.123, -4.164], [-1.522, 1.197, -1.525], [0.027, -2.529, 0.177], [0.110, 0.760, -0.528], [-0.895, 0.360, -1.391], [-0.466, 0.118, 1.089], [-0.416, 2.214, -1.423], [-0.251, -1.418, 0.832], [-0.173, -0.007, 5.731], [-1.893, -0.341, 1.907], [1.029, -2.774, -2.363], [0.288, -0.442, 1.967], [0.604, -0.169, 0.258], [-0.198, -1.784, -3.354], [-1.216, 0.827, -0.771], [0.921, 1.204, -0.815], [1.439, -0.207, -0.108], [0.439, -0.503, 0.209], [-2.020, 2.551, -0.729], [2.038, -0.127, -1.620], [-1.198, 1.740, -0.308], [4.378, -0.707, -2.161], [0.814, 2.439, -3.362], [-0.897, 2.507, -0.892], [-1.718, -1.982, 0.668], [-1.656, -0.920, -1.037], [-0.151, 0.364, -1.413], [-0.820, -0.070, 3.017], [-0.240, -0.093, 0.820], [0.587, 0.923, 3.381], [0.167, -1.620, 0.700], [1.079, -0.677, 0.489], [-0.005, -0.569, -0.647], [-1.586, 0.476, 0.517], [-2.437, 0.415, 0.101], [0.608, 5.206, -4.268], [-0.107, 0.878, -2.063], [1.634, 1.156, 3.418], [-2.305, -8.959, 4.262], [-0.164, 1.033, -0.462], [0.470, -1.460, 1.534], [0.356, -0.469, 1.023], [0.314, -5.309, 2.707], [0.086, -0.692, -0.130], [0.456, 0.011, 0.036], [-0.699, 7.690, -3.104], [1.774, 0.578, -3.078], [0.939, 5.238, -2.285], [-8.345, 2.916, 1.391], [-9.512, 4.577, -2.907], [-4.732, -0.386, 2.551], [4.177, -0.262, -1.733], [0.118, -2.230, 0.779], [-0.795, -0.689, 2.134], [9.072, -4.040, -3.423], [-0.322, -0.542, 0.777], [7.116, -7.228, 1.159], [2.901, 1.190, 0.689], [-0.113, 2.052, -0.046], [-0.462, -0.738, 0.856]]
}

# 2
{
  "formula": "C25H55Ca2N2O10P",
  "method": "wB97M-V/def2-TZVPD",
  "total_energy_ha": -3544.24145,
  "homo_energy_ev": -6.4,
  "symbols": ["Ca", "Ca", "P", "O", "O", "O", "O", "O", "C", "O", "O", "H", "C", "C", "C", "O", "C", "H", "H", "H", "H", "H", "H", "H", "H", "C", "C", "C", "O", "C", "H", "H", "H", "H", "H", "H", "H", "H", "C", "C", "C", "O", "C", "H", "H", "H", "H", "H", "H", "H", "H", "C", "C", "N", "C", "C", "C", "C", "H", "H", "H", "H", "H", "H", "H", "H", "H", "H", "H", "H", "H", "H", "H", "C", "C", "N", "C", "C", "C", "C", "H", "H", "H", "H", "H", "H", "H", "H", "H", "H", "H", "H", "H", "H", "H"],
  "coordinates": [[0.934, 0.018, -3.449], [2.192, 1.880, -0.445], [3.239, 1.613, -2.896], [1.981, 2.006, -3.681], [4.170, 1.414, -4.080], [2.683, 0.405, -2.096], [3.550, 2.697, -1.888], [-1.842, 0.606, -0.108], [-0.582, 1.005, -0.307], [-0.072, 1.022, -1.426], [0.216, 1.144, 0.655], [-2.043, 0.517, -1.043], [-3.560, -1.835, 1.987], [-4.217, -3.178, 2.060], [-5.709, -2.812, 2.045], [-5.754, -2.011, 0.933], [-4.511, -1.240, 0.943], [-2.510, -1.859, 1.693], [-3.586, -1.237, 2.899], [-3.954, -3.576, 3.040], [-3.879, -3.891, 1.309], [-6.099, -2.264, 2.903], [-6.306, -3.721, 1.980], [-4.847, -0.262, 1.290], [-4.139, -1.139, -0.077], [-4.182, 3.974, -3.979], [-2.898, 3.558, -4.714], [-2.767, 2.172, -4.121], [-3.297, 2.268, -2.754], [-3.826, 3.545, -2.587], [-5.097, 3.472, -4.295], [-4.370, 5.039, -4.114], [-2.062, 4.183, -4.401], [-2.995, 3.600, -5.799], [-1.703, 2.001, -3.956], [-3.238, 1.412, -4.745], [-3.037, 4.206, -2.227], [-4.685, 3.626, -1.922], [-0.557, 0.185, 4.265], [-0.110, 0.241, 5.784], [1.225, -0.549, 5.800], [1.031, -1.410, 4.750], [-0.204, -1.266, 4.034], [0.000, 0.776, 3.537], [-1.619, 0.337, 4.074], [-0.678, -0.450, 6.407], [-0.178, 1.271, 6.134], [1.371, -1.204, 6.659], [2.090, 0.076, 5.578], [-0.989, -1.955, 4.346], [-0.018, -1.463, 2.979], [-0.194, -3.604, -0.850], [0.349, -2.341, -1.519], [0.269, -2.200, -2.988], [1.184, -3.150, -3.655], [2.646, -2.738, -3.356], [-1.075, -2.467, -3.563], [-2.167, -1.542, -2.887], [-1.201, -3.885, -1.159], [-0.246, -3.486, 0.232], [0.440, -4.479, -0.997], [-0.316, -1.557, -1.156], [1.298, -2.059, -1.063], [1.126, -3.020, -4.736], [0.969, -4.203, -3.479], [2.799, -1.672, -3.525], [3.273, -3.366, -3.989], [3.109, -2.817, -2.372], [-1.023, -2.178, -4.613], [-1.324, -3.526, -3.485], [-2.210, -1.450, -1.802], [-2.015, -0.491, -3.133], [-3.139, -1.862, -3.261], [4.355, 3.949, 0.830], [4.754, 2.522, 1.247], [3.616, 1.514, 1.304], [2.782, 1.770, 2.492], [3.449, 2.071, 3.807], [4.329, 0.215, 1.346], [3.424, -0.951, 1.054], [3.696, 3.988, -0.037], [5.219, 4.538, 0.521], [3.949, 4.350, 1.758], [5.533, 2.332, 0.509], [5.383, 2.584, 2.136], [2.156, 2.654, 2.369], [2.064, 0.964, 2.645], [4.250, 2.809, 3.779], [2.740, 2.322, 4.597], [3.955, 1.173, 4.160], [4.906, 0.121, 2.266], [4.989, 0.111, 0.485], [3.874, -1.866, 0.671], [2.525, -0.822, 0.452], [2.934, -1.203, 1.994]],
  "forces_ev_per_angstrom": [[0.959, 2.711, 0.583], [-1.424, -0.110, -0.482], [1.564, 1.543, -6.165], [-3.905, 0.037, -0.201], [1.257, -1.253, 2.137], [0.133, -2.473, 1.631], [0.810, 0.772, 1.507], [0.338, 0.473, -0.422], [2.864, -1.185, 2.890], [-0.762, 0.111, -3.840], [-1.161, 0.642, 1.679], [-1.475, -0.077, -0.459], [-0.036, 0.379, -1.496], [0.093, -0.662, 3.393], [0.900, -1.590, 0.160], [0.424, 0.871, -1.689], [-1.065, 1.569, 0.120], [-0.071, -0.011, -0.331], [-0.293, -0.353, 0.182], [0.020, -0.648, 0.061], [-0.435, 0.216, -0.238], [0.494, 0.031, 0.600], [-0.311, 0.110, -0.536], [0.336, 0.386, -0.302], [0.012, -0.270, 0.050], [0.116, 1.280, -0.607], [-1.216, -0.164, -0.051], [1.272, 0.545, 0.871], [-0.032, -1.638, -0.783], [-0.273, 1.439, -0.122], [0.188, -0.331, -0.308], [-0.005, 0.116, 0.332], [-0.095, 0.077, -0.043], [0.100, -0.215, 0.052], [0.141, -0.658, -0.304], [-0.208, -0.186, 0.417], [0.048, 0.225, 0.376], [0.127, -0.644, 0.239], [-0.194, -1.245, 1.117], [0.036, 0.360, -0.588], [-0.832, 1.478, -0.204], [0.126, -2.574, -2.398], [0.684, 0.596, -0.478], [0.162, 0.399, 0.484], [-0.021, 0.282, 0.329], [-1.071, 0.567, -0.203], [0.425, -0.230, 0.484], [0.107, 0.670, 0.547], [0.265, 0.032, 0.328], [0.046, -0.141, 0.477], [0.249, -0.152, -0.030], [0.316, -0.725, -0.192], [-1.692, 0.642, 1.037], [0.052, -2.191, -0.402], [1.633, 1.081, 0.394], [0.172, -0.577, -0.064], [-0.597, 1.663, 1.870], [0.388, -0.405, -0.659], [-0.048, 0.175, -0.205], [0.100, 0.346, 0.008], [0.083, -0.052, -0.188], [0.089, 0.217, 0.136], [0.371, -0.156, -0.773], [-0.453, 0.070, -0.134], [-0.107, -0.053, 0.410], [0.269, -0.021, -0.648], [0.216, 0.447, -0.259], [-0.771, -0.516, 0.418], [-0.067, -0.250, -0.128], [-0.173, -0.030, -0.017], [0.124, -1.034, 0.072], [-0.010, 0.117, -0.673], [-0.061, 0.247, 0.092], [-0.419, -0.438, 1.279], [0.580, 1.113, -1.556], [3.149, 0.698, 1.026], [-0.756, 0.604, 0.569], [1.276, -1.043, 0.808], [-0.393, -0.528, -1.632], [-1.869, -1.190, 1.881], [-0.152, -0.038, 0.176], [0.117, -0.170, 0.246], [-0.475, 0.891, -0.402], [-0.603, -1.357, -0.436], [-0.538, -0.261, 0.534], [-0.198, 0.129, -0.935], [0.138, -0.223, -0.286], [-0.404, 0.319, -0.122], [-0.158, 0.166, -0.257], [0.089, -0.192, 0.205], [-0.032, -0.256, 0.038], [0.536, 1.129, 0.190], [0.499, 0.281, 0.117], [0.359, 0.855, -0.626], [0.007, -0.594, 0.319]]
}

no.,orbital gap (eV)
1,8.60
2,6.05